# 1
This record from OMol25 describes a molecular structure, C6H12SSi. The level of theory is ωB97M-V/def2-TZVPD.

Computed properties:
E (eV): -25125.4330
HOMO (eV): -9.166
Energy above the lowest of the compared OMol25 structures with the same formula, charge and spin (kcal per mole): 70.9

CARTESIAN COORDINATES (ANGSTROEM)
C  -2.880  -0.484  0.235
C  -1.826  -0.965  -0.164
C  -4.264  0.050  0.223
C  2.988  -0.624  -1.206
C  0.608  1.320  -0.809
C  1.414  -0.083  1.824
Si  1.404  -0.269  -0.109
S  0.251  -2.082  -0.242
H  -4.525  0.400  -0.759
H  -4.325  0.883  1.011
H  -5.013  -0.717  0.607
H  3.906  -0.949  -0.647
H  2.813  -1.201  -2.201
H  3.281  0.417  -1.642
H  -0.399  1.264  -0.636
H  1.120  2.007  -0.292
H  0.959  1.129  -1.851
H  2.412  0.306  2.148
H  0.826  0.657  2.246
H  1.250  -1.058  2.264


# 2
This record from OMol25 describes a molecular structure, C6H12Si. The level of theory is ωB97M-V/def2-TZVPD.

Computed properties:
E (eV): -14290.7692
HOMO (eV): -7.889
Energy above the lowest of the compared OMol25 structures with the same formula, charge and spin (kcal per mole): 78.3

CARTESIAN COORDINATES (ANGSTROEM)
C  -2.918  0.022  -0.666
C  -1.924  -0.244  0.170
C  0.055  0.880  1.543
C  -0.853  0.719  0.256
C  1.207  -1.762  0.403
C  2.234  0.839  -1.133
Si  1.016  0.172  0.065
H  -3.760  -0.673  -1.003
H  -3.069  1.001  -1.283
H  -1.862  -1.317  0.483
H  -0.002  1.897  1.876
H  -0.082  0.172  2.364
H  -1.215  1.991  -0.187
H  1.203  -2.006  1.474
H  0.215  -2.303  0.021
H  2.110  -2.209  -0.120
H  3.285  0.378  -0.887
H  1.914  0.452  -2.215
H  2.445  1.989  -1.163


# 3
This record from OMol25 describes a molecular structure, C6H13BBeNO3. The level of theory is ωB97M-V/def2-TZVPD.

Computed properties:
E (eV): -15130.4362
Total charge: +1
HOMO (eV): -11.732

CARTESIAN COORDINATES (ANGSTROEM)
N  3.084  -0.307  0.541
C  2.062  0.262  -0.364
C  1.304  1.435  0.279
C  -0.202  1.262  0.554
O  -0.857  2.152  -0.380
B  -2.055  1.603  -0.829
O  -2.232  0.378  -0.138
C  -0.901  -0.040  0.155
C  -1.104  -1.205  1.145
C  -0.813  -2.372  0.287
O  -1.632  -2.558  -0.614
H  2.843  -1.251  0.798
H  3.962  -0.355  0.047
H  2.605  0.658  -1.215
H  1.438  -0.537  -0.762
H  1.425  2.311  -0.340
H  1.793  1.627  1.226
H  -0.443  1.449  1.600
H  -3.054  2.309  -0.617
H  -2.130  1.258  -2.056
H  -0.553  -0.396  -0.827
H  -0.502  -1.185  2.047
H  -2.146  -1.259  1.428
H  0.101  -2.961  0.387
Be  -1.993  -2.280  -2.351


# 4
This record from OMol25 describes a single C6H13BN2O3 molecule. The level of theory is ωB97M-V/def2-TZVPD.

Computed properties:
E (eV): -16234.5916
HOMO (eV): -8.610
Energy above the lowest of the compared OMol25 structures with the same formula, charge and spin (kcal per mole): 12.7

CARTESIAN COORDINATES (ANGSTROEM)
O  1.594  0.356  2.475
O  0.245  -1.251  -2.188
O  -1.715  -1.875  -0.803
B  -0.680  -1.054  -1.124
C  0.606  0.109  1.814
N  -0.923  -1.861  2.009
N  0.584  0.361  0.458
C  -0.625  -0.553  2.454
C  1.688  1.063  -0.161
C  1.056  1.935  -1.283
C  -0.433  1.488  -1.415
C  -0.610  0.345  -0.408
H  0.258  -2.135  -2.593
H  -1.794  -2.610  -1.439
H  -1.241  -1.859  1.016
H  -0.105  -2.458  2.096
H  -1.464  0.095  2.367
H  -0.401  -0.674  3.529
H  2.362  0.302  -0.554
H  2.168  1.616  0.649
H  1.569  1.813  -2.247
H  1.140  2.993  -0.987
H  -1.176  2.280  -1.296
H  -0.561  1.152  -2.475
H  -1.541  0.421  0.104


# 5
This record from OMol25 describes a single C6H13BO molecule. The level of theory is ωB97M-V/def2-TZVPD.

Computed properties:
E (eV): -9154.8927
HOMO (eV): -8.003
Energy above the lowest of the compared OMol25 structures with the same formula, charge and spin (kcal per mole): 44.5

CARTESIAN COORDINATES (ANGSTROEM)
B  -1.477  0.489  0.130
C  -0.545  1.801  0.060
C  0.143  -0.996  0.270
C  0.913  1.373  -0.426
C  1.167  0.059  0.381
C  2.488  -0.455  -0.106
C  -3.437  -0.904  -0.021
O  -2.749  0.336  0.081
H  -0.865  2.756  -0.352
H  -0.457  1.855  1.179
H  -0.068  -1.695  1.057
H  0.159  -1.547  -0.726
H  0.937  1.076  -1.491
H  1.650  2.116  -0.255
H  1.301  0.377  1.465
H  3.130  -0.689  0.763
H  3.009  0.159  -0.749
H  2.206  -1.392  -0.628
H  -3.639  -1.173  -1.146
H  -4.221  -0.717  0.696
H  -2.716  -1.723  0.117


# 6
This record from OMol25 describes 2 unconnected molecules or ions with the total composition C6H13Br2N2. The level of theory is ωB97M-V/def2-TZVPD.

Computed properties:
E (eV): -149489.0669
Total charge: +1
HOMO (eV): -11.311
Energy above the lowest of the compared OMol25 structures with the same formula, charge and spin (kcal per mole): 69.3

CARTESIAN COORDINATES (ANGSTROEM)
C  -1.070  -1.149  -0.458
C  -1.179  -0.086  -1.545
C  -0.011  -1.893  -0.275
C  -0.607  1.306  -1.084
C  1.893  1.054  -1.309
C  0.816  1.055  -0.570
N  3.197  0.914  -0.854
N  -1.411  -0.588  3.191
Br  1.694  1.318  -3.275
Br  0.944  0.985  1.270
H  -2.001  0.208  3.571
H  -1.893  -1.100  0.257
H  -0.676  -0.423  -2.444
H  -2.240  -0.072  -1.873
H  -0.110  -2.568  0.641
H  0.900  -1.792  -1.015
H  -0.773  1.975  -1.822
H  -1.085  1.581  -0.186
H  3.451  0.857  0.163
H  3.720  0.649  -1.638
H  -1.638  -0.682  2.216
H  -1.483  -1.445  3.801
H  -0.438  -0.103  3.238


# 7
This record from OMol25 describes a molecular structure, C6H13BrN. The level of theory is ωB97M-V/def2-TZVPD.

Computed properties:
E (eV): -77956.1724
Total charge: +1
HOMO (eV): -13.066
Energy above the lowest of the compared OMol25 structures with the same formula, charge and spin (kcal per mole): 35.4

CARTESIAN COORDINATES (ANGSTROEM)
C  -1.089  -0.321  -0.806
C  -0.352  -0.547  0.235
C  -2.417  -0.964  -1.039
C  -0.653  0.401  -2.028
C  1.187  1.555  1.079
C  1.417  0.159  0.522
N  1.837  -0.613  1.711
Br  -0.891  -1.668  1.686
H  -2.989  -1.159  -0.236
H  -2.232  -1.668  -1.821
H  -3.084  -0.121  -1.359
H  -1.000  1.530  -2.050
H  -1.229  -0.065  -2.857
H  0.390  0.343  -2.274
H  0.298  1.578  1.770
H  0.849  2.277  0.395
H  2.050  1.822  1.557
H  2.045  -0.126  -0.331
H  2.393  -1.447  1.401
H  1.070  -0.939  2.215
H  2.399  -0.027  2.230


# 8
This record from OMol25 describes 2 unconnected molecules or ions with the total composition C6H13ClN. The level of theory is ωB97M-V/def2-TZVPD.

Computed properties:
E (eV): -20433.9693
Total charge: +1
HOMO (spin up / spin down) (eV): -12.394 / -12.524
Energy above the lowest of the compared OMol25 structures with the same formula, charge and spin (kcal per mole): 87.6

CARTESIAN COORDINATES (ANGSTROEM)
C  -1.956  1.347  -1.124
C  -1.435  2.649  -0.437
C  -1.513  1.352  0.217
C  0.129  -1.853  -0.299
C  1.127  -0.664  -0.455
C  0.785  0.471  0.525
N  0.631  0.262  1.943
Cl  -2.270  0.939  1.586
H  -3.021  1.290  -1.443
H  -1.302  0.726  -1.857
H  -0.487  2.852  -0.784
H  -2.119  3.456  -0.095
H  -0.840  -1.463  -0.348
H  0.274  -2.402  0.674
H  0.213  -2.445  -1.159
H  2.150  -0.899  -0.232
H  1.171  -0.281  -1.529
H  1.080  1.480  0.260
H  1.318  0.751  2.506
H  0.934  -0.725  2.149
H  -0.378  0.181  2.117


Please write out number 1 again, unchanged.
This record from OMol25 describes a molecular structure, C6H12SSi. The level of theory is ωB97M-V/def2-TZVPD.

Computed properties:
E (eV): -25125.4330
HOMO (eV): -9.166
Energy above the lowest of the compared OMol25 structures with the same formula, charge and spin (kcal per mole): 70.9

CARTESIAN COORDINATES (ANGSTROEM)
C  -2.880  -0.484  0.235
C  -1.826  -0.965  -0.164
C  -4.264  0.050  0.223
C  2.988  -0.624  -1.206
C  0.608  1.320  -0.809
C  1.414  -0.083  1.824
Si  1.404  -0.269  -0.109
S  0.251  -2.082  -0.242
H  -4.525  0.400  -0.759
H  -4.325  0.883  1.011
H  -5.013  -0.717  0.607
H  3.906  -0.949  -0.647
H  2.813  -1.201  -2.201
H  3.281  0.417  -1.642
H  -0.399  1.264  -0.636
H  1.120  2.007  -0.292
H  0.959  1.129  -1.851
H  2.412  0.306  2.148
H  0.826  0.657  2.246
H  1.250  -1.058  2.264